Entry 1:
C29H31N9S4SbZr as an isolated structure, computed with ωB97M-V with the def2-TZVPD basis set.

Positions of all 75 atoms, in Å:
Zr (1.16734, 1.62444, -0.46565)
S (2.21976, 3.71005, 0.72178)
Sb (2.71741, 4.72277, -1.34837)
S (-0.41936, 4.63628, -2.04128)
S (1.06047, 3.26495, -2.62900)
S (0.83395, 6.27190, -1.74919)
C (-2.59992, -2.69976, -0.80353)
C (-2.15187, -1.84134, 0.19081)
C (-1.05536, -1.02314, -0.03157)
C (-0.39649, -1.02524, -1.26819)
C (-0.83837, -1.90938, -2.25573)
C (-1.92784, -2.73375, -2.01746)
N (0.66129, -0.11439, -1.49533)
N (1.37577, -0.41518, -2.66020)
C (2.50922, 0.22246, -2.71297)
C (3.37836, 0.06508, -3.84782)
C (4.58542, 0.66649, -3.85579)
C (4.99798, 1.45900, -2.73616)
C (4.13965, 1.63482, -1.70929)
N (2.87335, 1.08185, -1.67936)
H (-3.44853, -3.34659, -0.62622)
H (-2.65210, -1.82018, 1.15201)
H (-0.69995, -0.38215, 0.76588)
H (-0.31547, -1.93454, -3.19983)
H (-2.25594, -3.41343, -2.79358)
H (3.02689, -0.55150, -4.66222)
H (5.25132, 0.54770, -4.70004)
H (5.98103, 1.90464, -2.70106)
H (4.41996, 2.20833, -0.83320)
C (-4.02508, 1.67171, -3.04733)
C (-2.71018, 0.97146, -3.30936)
N (-1.72447, 1.43324, -2.33924)
C (-2.01294, 1.78097, -1.06858)
N (-0.99045, 2.00101, -0.23707)
C (-1.27880, 2.44198, 1.13738)
C (-2.58069, 3.21096, 1.22017)
C (-3.67499, 2.35549, 0.62496)
N (-3.30259, 1.94529, -0.72300)
C (-4.38614, 1.47952, -1.58824)
H (-4.80677, 1.25577, -3.68108)
H (-3.93272, 2.73618, -3.27145)
H (-2.33128, 1.20233, -4.30397)
H (-2.82563, -0.11447, -3.23571)
H (-0.78195, 1.08800, -2.46778)
H (-0.45741, 3.08333, 1.46935)
H (-1.32270, 1.57525, 1.81059)
H (-2.48939, 4.14499, 0.66225)
H (-2.81692, 3.45256, 2.25586)
H (-4.60610, 2.91741, 0.55263)
H (-3.86363, 1.47513, 1.24928)
H (-5.27568, 2.05425, -1.33387)
H (-4.59687, 0.42459, -1.38224)
C (2.05255, 0.10584, 3.77030)
C (1.72873, 0.89229, 2.68349)
N (1.80765, 0.43331, 1.42532)
C (2.23689, -0.82396, 1.21941)
C (2.57502, -1.68424, 2.25047)
C (2.47643, -1.19380, 3.55161)
C (3.04718, -3.05815, 1.97026)
C (2.54797, -4.14940, 2.54229)
C (1.36704, -4.17199, 3.43576)
C (0.15528, -3.60514, 3.05643)
C (-0.88425, -3.69439, 3.96399)
N (-0.75147, -4.28726, 5.14657)
C (0.44159, -4.81427, 5.40090)
N (1.50544, -4.79567, 4.60537)
H (1.98342, 0.51062, 4.76965)
H (1.40646, 1.91789, 2.81039)
H (2.29526, -1.14629, 0.18736)
H (2.74646, -1.83161, 4.38416)
H (3.87681, -3.15206, 1.27872)
H (3.01620, -5.11025, 2.36400)
H (0.02870, -3.14035, 2.08767)
H (-1.86294, -3.28216, 3.74078)
H (0.55901, -5.31614, 6.35412)

- energy (eV) = -95145.7014
- frontier orbital gap (eV) = 5.998
- M (g/mol) = 846.882
- charge = +1
- LUMO (eV) = -3.53
- highest occupied orbital energy (eV) = -9.5

Löwdin atomic charge list, values in e, 5 entries: 1.28, -0.12, 0.61, -0.04, 0.01

***

Entry 2:
An isolated molecule of C29H31NO7 in a non-equilibrium geometry, computed with ωB97M-V with the def2-TZVPD basis set.

Positions of all 68 atoms, in Å:
C (5.08609, -4.69493, 2.57797)
C (4.58383, -3.58326, 1.66504)
C (4.65456, -3.99248, 0.19602)
C (4.19743, -2.87004, -0.74882)
C (2.82381, -2.33581, -0.45704)
C (2.68471, -1.18130, 0.23984)
C (1.42421, -0.56685, 0.53274)
C (1.28615, 0.62297, 1.22164)
C (2.40090, 1.32958, 1.82937)
C (2.56361, 2.66064, 2.12125)
C (3.81337, 2.78153, 2.76949)
C (4.32752, 1.52565, 2.83585)
O (3.48720, 0.63745, 2.27119)
C (-0.00738, 1.27020, 1.30395)
O (-0.19051, 2.42602, 1.63637)
C (-1.25123, 0.40283, 1.02302)
C (-1.72558, -0.18134, 2.35755)
O (-2.28736, 1.25392, 0.53299)
C (-2.01111, 1.75053, -0.67633)
O (-1.01003, 1.44142, -1.28994)
C (-3.04002, 2.68082, -1.17121)
C (-2.88523, 3.24031, -2.43512)
C (-3.82249, 4.11860, -2.94232)
C (-4.94004, 4.45255, -2.18048)
O (-5.92402, 5.30059, -2.57422)
C (-5.82983, 5.90786, -3.84069)
C (-5.09541, 3.89176, -0.90819)
C (-4.15875, 3.01791, -0.40844)
C (-1.05856, -0.74198, 0.03851)
O (-2.00052, -1.23400, -0.54832)
C (0.30657, -1.25258, -0.05948)
C (0.49885, -2.40723, -0.75511)
N (1.70336, -2.98805, -0.93821)
C (1.71873, -4.31532, -1.50873)
C (1.27238, -5.36403, -0.46452)
O (-0.05057, -5.20258, -0.03410)
C (-1.03208, -5.71905, -0.90216)
H (5.02914, -4.38662, 3.61858)
H (4.48618, -5.59455, 2.45486)
H (6.12089, -4.94102, 2.34931)
H (3.55337, -3.33475, 1.92684)
H (5.18590, -2.68623, 1.81962)
H (4.05396, -4.89113, 0.04451)
H (5.68700, -4.24602, -0.05557)
H (4.26208, -3.21431, -1.78380)
H (4.89626, -2.03899, -0.64330)
H (3.57781, -0.68738, 0.58062)
H (1.87426, 3.44487, 1.89427)
H (4.26388, 3.68167, 3.13527)
H (5.24252, 1.13914, 3.24019)
H (-1.92146, 0.63430, 3.04934)
H (-0.95854, -0.83283, 2.76915)
H (-2.64047, -0.74711, 2.19668)
H (-2.01399, 2.97320, -3.01378)
H (-3.67488, 4.53641, -3.92577)
H (-6.71460, 6.53597, -3.93220)
H (-5.82996, 5.16419, -4.64390)
H (-4.93393, 6.53141, -3.92154)
H (-5.96713, 4.16650, -0.33533)
H (-4.27859, 2.58952, 0.57346)
H (-0.36154, -2.89655, -1.18514)
H (1.03272, -4.33688, -2.36008)
H (2.71494, -4.57123, -1.86366)
H (1.42881, -6.36895, -0.88371)
H (1.87993, -5.25465, 0.43817)
H (-1.04312, -5.21191, -1.87306)
H (-0.88431, -6.79302, -1.06687)
H (-1.98682, -5.55406, -0.40834)

- ΔE to the lowest compared entry with this formula, charge and spin (kcal per mole) = 0.0
- energy (eV) = -46397.8815
- SMILES string = CCCCC1=CC2=C(c3ccco3)C(=O)[C@@](C)(OC(=O)c3ccc(OC)cc3)C(=O)C2=CN1CCOC
- frontier orbital gap (eV) = 7.082
- M (g/mol) = 505.567
- charge = 0
- LUMO (eV) = 0.25
- highest occupied orbital energy (eV) = -6.8

Löwdin atomic charge list, values in e, 5 entries: -0.11, -0.26, -0.20, -0.13, -0.18

***

Entry 3:
C29H31NP3PtS as an isolated structure, computed with ωB97M-V with the def2-TZVPD basis set.

Positions of all 66 atoms, in Å:
Pt (-1.09768, 1.14001, 1.24120)
C (0.44601, 2.69466, 4.01310)
P (-0.92429, 1.66393, 3.39843)
C (-2.38143, 2.47907, 4.12587)
C (-0.77837, 0.11992, 4.36671)
C (-0.53497, 0.10875, 5.73861)
C (-0.40306, -1.09090, 6.41942)
C (-0.51682, -2.29237, 5.73324)
C (-0.76981, -2.28910, 4.37061)
C (-0.90380, -1.08608, 3.68021)
P (-1.25885, -1.02184, 1.88752)
C (-0.23136, -2.33552, 1.17007)
C (-2.94077, -1.72201, 1.79815)
H (0.37627, 2.87872, 5.08620)
H (0.41678, 3.64790, 3.48545)
H (1.39144, 2.20329, 3.78604)
H (-2.29673, 2.54857, 5.21203)
H (-3.27361, 1.91127, 3.86562)
H (-2.47567, 3.47870, 3.70181)
H (-0.43844, 1.04142, 6.28255)
H (-0.20512, -1.09129, 7.48362)
H (-0.40424, -3.23047, 6.26146)
H (-0.85336, -3.23088, 3.84089)
H (-0.61034, -3.32209, 1.44096)
H (0.80113, -2.22690, 1.50029)
H (-0.21978, -2.22932, 0.08429)
H (-2.99139, -2.69278, 2.29515)
H (-3.21800, -1.83419, 0.74913)
H (-3.64415, -1.03452, 2.26602)
N (-0.37866, 1.15313, -1.03508)
P (0.50148, 0.41712, -2.23223)
C (1.45921, -0.77088, -1.45020)
C (1.74691, -2.06193, -2.00968)
C (2.60206, -2.92403, -1.37590)
C (3.27192, -2.56550, -0.18731)
C (3.06029, -1.27590, 0.32711)
C (2.19346, -0.39329, -0.26623)
C (1.33804, 1.78144, -3.10400)
C (2.41534, 1.45054, -3.92670)
C (3.10857, 2.44461, -4.59971)
C (2.73785, 3.77515, -4.43462)
C (1.67725, 4.10803, -3.60349)
C (0.97388, 3.11271, -2.93528)
C (-0.58076, -0.35707, -3.44238)
C (-1.39441, -1.40707, -3.00630)
C (-2.27226, -2.02045, -3.88362)
C (-2.35046, -1.58622, -5.20210)
C (-1.55558, -0.53581, -5.63637)
C (-0.67402, 0.08257, -4.75961)
H (1.25926, -2.36732, -2.92871)
H (2.77185, -3.90342, -1.80901)
H (3.96475, -3.24696, 0.28584)
H (3.58971, -0.96520, 1.22206)
H (2.03364, 0.58584, 0.16813)
H (2.71537, 0.41250, -4.02688)
H (3.94183, 2.18532, -5.23962)
H (3.28427, 4.55424, -4.95143)
H (1.39213, 5.14415, -3.47289)
H (0.13635, 3.37610, -2.30025)
H (-1.32601, -1.73885, -1.97719)
H (-2.89798, -2.83491, -3.54192)
H (-3.03738, -2.06427, -5.88867)
H (-1.62147, -0.19270, -6.66076)
H (-0.06413, 0.90904, -5.10128)
S (-2.61933, 2.73830, -1.47045)
C (-1.46255, 1.79505, -0.82796)

- ΔE to the lowest compared entry with this formula, charge and spin (kcal per mole) = 12.5
- energy (eV) = -74013.1219
- 2S+1 = 4
- frontier orbital gap (spin up / spin down) (eV) = 4.428 / 7.237
- M (g/mol) = 713.641
- charge = 0
- LUMO (spin up / spin down) (eV) = 0.41 / -0.64
- highest occupied orbital energy (spin up / spin down) (eV) = -4.0 / -7.9

Löwdin atomic charge list, values in e, 5 entries: 0.59, -0.25, 0.63, -0.25, -0.37